ORCA calculation (wB97M-V/def2-TZVPD) on a cluster of 7 separate species, C12H22Cl2F2N4O14 in total in a non-equilibrium geometry.

Element x y z (Å)
O -26.70325 8.57179 21.39157
C -25.96900 8.65300 20.45865
O -26.11272 7.97130 19.30151
C -24.94730 8.23702 18.48963
C -24.47809 9.58117 19.02117
F -25.07953 10.63408 18.42871
O -24.91473 9.46422 20.37367
H -24.27778 7.41629 18.74536
H -25.26465 8.16271 17.45394
H -23.39589 9.69473 18.98825
O -24.45830 12.15047 24.53270
C -23.38179 11.97757 24.08246
O -22.21773 12.12429 24.76681
C -21.16157 11.53622 23.97948
C -21.75570 11.70872 22.57090
F -21.33277 10.73386 21.71715
O -23.12993 11.62871 22.79832
H -20.28249 12.14915 24.15764
H -21.01962 10.49672 24.27808
H -21.44747 12.68629 22.19233
C -19.90047 4.55492 18.81867
N -18.57885 4.94771 19.37703
O -18.63413 5.58422 20.40911
O -17.56395 4.62768 18.82800
H -19.76219 3.89070 17.97165
H -20.48453 5.41434 18.50383
H -20.38523 4.05655 19.65421
C -17.14846 6.36857 24.28051
N -17.84104 5.88344 25.51996
O -19.04835 5.80530 25.50314
O -17.13570 5.60343 26.46678
H -17.30861 5.60933 23.52128
H -16.10405 6.45824 24.55256
H -17.57792 7.33165 24.02493
C -22.96741 1.73426 21.53862
N -21.50373 1.83564 21.78107
O -21.06410 2.91294 22.12030
O -20.85295 0.82864 21.67119
H -23.41683 2.64785 21.90679
H -23.33699 0.84437 22.04057
H -23.16915 1.57386 20.48158
C -19.83320 9.39200 18.92174
N -20.11602 10.45779 17.92778
O -19.17300 10.95128 17.35279
O -21.28286 10.74218 17.73452
H -19.04136 9.68880 19.60307
H -19.56782 8.49836 18.36596
H -20.72235 9.24736 19.52403
Cl -22.24969 7.55552 20.73355
C -22.20899 6.35623 22.05496
C -20.91136 6.41272 22.82387
Cl -20.76436 7.99370 23.63888
H -22.39008 5.40971 21.55260
H -23.05679 6.60083 22.69051
H -20.04395 6.20378 22.20751
H -20.95672 5.71361 23.65647

The HOMO energy is -11.1 eV. The energy above the lowest of the compared OMol25 structures with the same formula, charge and spin comes out at 0.0 kcal/mol. As for the SMILES: O=C1OC[C@@H](F)O1.O=C1OC[C@@H](F)O1.C[N+](=O)[O-].C[N+](=O)[O-].C[N+](=O)[O-].C[N+](=O)[O-].ClCCCl. Its LUMO energy is -0.515 eV.

=====

ORCA calculation (wB97M-V/def2-TZVPD) on a cluster of 2 separate species, C8H6Cl2N2 in total in a non-equilibrium geometry.

Element x y z (Å)
C 1.62421 -2.22474 0.50586
C -0.02461 2.33419 1.12084
C -0.02866 2.47444 -0.31365
C -0.21252 1.02597 1.66918
C -0.23403 1.36555 -1.09114
C -0.48941 0.05052 0.81988
C -0.44968 0.07893 -0.58667
C -0.15464 -2.26183 -0.83214
N 2.48580 -2.44053 1.22023
N -0.31785 -1.06250 -1.32240
Cl 0.30106 -3.45350 -2.00636
Cl -1.44987 -3.04372 0.18938
H 0.47746 3.16426 1.72407
H 0.16310 3.45175 -0.58997
H -0.24105 0.88671 2.77328
H -0.34382 1.61743 -2.12297
H -0.79318 -0.93279 1.20569
H -0.31230 -1.03015 -2.36312

Its multiplicity is 3. The HOMO energy (spin up / spin down) is -6.7 / -9.2 eV. Its LUMO energy (spin up / spin down) is -0.162 / -4.195 eV.

=====

ORCA calculation (wB97M-V/def2-TZVPD) on a cluster of 2 separate species, CH2NO4P in total in a non-equilibrium geometry.

Element x y z (Å)
C -0.62718 0.94667 0.73203
N 0.57514 0.73505 1.16835
O -1.28147 -0.58945 -2.35586
O 1.19316 -0.31014 -1.74046
O -1.45298 1.39191 1.59394
O -0.08900 -2.22403 -0.74903
P -0.19151 -0.84783 -1.38840
H 0.69541 0.70024 2.20666
H 1.17842 0.19758 0.53278

The HOMO energy (spin up / spin down) is 1.1 / 1.1 eV. The energy above the lowest of the compared OMol25 structures with the same formula, charge and spin comes out at 54.9 kcal/mol. Its LUMO energy (spin up / spin down) is 7.376 / 7.376 eV. Its charge is -2.

=====

ORCA calculation (wB97M-V/def2-TZVPD) on a cluster of 2 separate species, C5H12O in total.

Element x y z (Å)
C 1.89983 -0.62422 1.75722
C 1.15606 0.00246 0.58491
C 0.02547 -0.88304 0.08126
C -2.22374 0.90035 -0.30709
O -2.08174 0.56384 -1.54593
C -1.02432 0.75901 -2.28724
H 1.22855 -0.75492 2.61446
H 2.75043 -0.01421 2.07858
H 2.27583 -1.61540 1.47740
H 1.85211 0.19115 -0.24312
H 0.76409 0.98805 0.88038
H 0.39381 -1.87426 -0.19694
H -0.74734 -1.02238 0.84492
H -3.11260 0.54188 0.18486
H -1.45455 1.49757 0.17086
H -1.06175 0.33840 -3.27764
H -0.36211 -0.46665 -0.86256
H -0.27802 1.47238 -1.95433

The HOMO energy (spin up / spin down) is -7.5 / -7.5 eV. The energy above the lowest of the compared OMol25 structures with the same formula, charge and spin comes out at 97.4 kcal/mol. Its LUMO energy (spin up / spin down) is 0.848 / 0.766 eV.